56
Properties=species:S:1:pos:R:3:forces:R:3 method="wB97M-V/def2-TZVPD" e_above_lowest_kj_mol=399.2 lumo_ev=-0.09 homo_energy_ev=-10.13
O 0.668 -0.313 0.094 0.488 -0.081 0.838
C -0.400 -0.373 1.054 -0.219 -1.411 0.092
C -1.648 0.297 0.476 0.836 0.694 1.386
C -1.026 1.597 -0.094 -1.249 -1.744 -0.819
C -2.023 2.435 -0.816 -0.081 1.349 0.695
O -1.759 3.594 -1.061 0.039 -0.075 -0.440
N -2.610 0.762 1.532 1.019 -1.718 0.572
H -0.078 0.028 2.063 0.123 0.031 -1.248
H -2.080 -0.514 -0.165 0.126 1.695 0.204
H -0.676 2.202 0.761 0.065 -0.233 -0.470
H -0.195 1.253 -0.734 -0.516 1.039 0.284
H -3.063 2.106 -0.981 0.315 -0.371 -0.259
H -3.141 -0.066 1.835 -0.179 0.368 -0.376
H -1.973 0.844 2.346 -0.698 0.692 -0.219
H 0.979 3.495 2.651 -0.179 -0.097 -0.094
H 0.780 2.072 2.087 0.184 0.256 -0.287
O 0.996 2.562 2.884 -0.168 -0.134 0.615
H 2.411 -0.389 0.639 1.309 1.337 -0.309
H 3.386 -0.539 1.702 0.736 0.906 -0.125
O 3.295 0.031 0.905 -1.828 -1.940 0.461
H 1.671 3.247 -1.194 0.148 -0.373 0.066
H 0.151 3.364 -1.308 -0.220 0.067 -0.302
O 0.922 2.953 -1.732 0.587 0.665 0.187
H -4.287 -0.085 -1.696 0.124 0.390 0.778
H -4.423 0.885 -0.429 0.313 -0.165 -0.111
O -4.872 0.254 -0.993 -0.812 -0.267 -0.309
H 0.403 1.575 -4.252 -0.009 0.153 0.071
H 0.794 1.648 -2.734 -0.733 -0.342 -0.888
O 0.352 1.067 -3.437 0.593 0.279 0.728
H 1.664 -3.786 -2.562 0.561 -0.316 0.791
H 1.255 -2.469 -2.844 0.400 0.650 0.669
O 1.745 -2.931 -2.103 -1.211 -0.233 -1.558
H -0.249 -1.254 -4.453 -0.206 -0.519 0.006
H 0.909 -0.612 -3.794 -0.279 -0.836 -0.082
O 0.576 -1.526 -4.035 0.345 1.318 -0.002
H 0.617 -2.191 4.613 0.464 -0.003 -0.446
H -0.302 -1.151 5.049 -0.069 0.601 -0.242
O 0.363 -1.292 4.360 -0.423 -0.624 0.622
H -1.799 -2.800 -0.787 0.614 -0.207 0.370
H -0.372 -2.800 -1.485 0.156 -0.165 0.367
O -1.310 -2.981 -1.599 -0.483 -0.300 -0.495
H 1.789 -4.754 0.078 0.110 0.433 0.370
H 1.628 -3.283 -0.267 0.524 -0.467 0.416
O 1.902 -3.871 0.470 -0.554 -0.038 -0.449
H 1.894 -0.137 4.013 0.780 0.330 -0.077
H 2.593 0.987 3.221 -0.011 0.029 0.238
O 2.781 0.224 3.783 -0.729 -0.411 -0.002
H 2.727 3.344 1.437 0.431 -0.470 0.354
H 3.045 1.851 0.884 0.087 0.038 0.422
O 2.726 2.751 0.689 -0.318 0.420 -1.202
H -2.067 -1.624 -2.134 -0.931 1.253 0.015
H -1.912 -0.088 -2.275 -0.322 -0.091 -0.100
O -2.581 -0.747 -2.021 1.275 -0.993 -1.269
H 0.014 -2.143 1.730 -0.643 0.090 -0.384
H 0.531 -0.979 -0.593 -0.234 -0.024 0.178
O -0.720 -1.730 1.222 0.551 -0.437 0.767